ORCA calculation (ωB97M-V/def2-TZVPD) on a cluster of 2 separate species, C3H2N2O3 in total.

Last column: Löwdin charge in e.
Geometry (Å):
C  1.7348  1.2578  -0.1234  -0.408
H  -2.7224  1.0622  0.3613  0.043
O  1.3719  -1.3806  0.2496  0.207
C  -1.7145  -0.5633  0.0035  -0.434
C  1.3553  -0.1463  0.0018  -0.250
H  0.5461  -1.7724  0.0983  0.049
O  2.6232  2.0346  -0.0767  0.122
N  0.4878  0.7900  -0.3383  0.247
N  -2.5314  0.2719  -0.0900  0.266
O  -1.1506  -1.5539  -0.0862  0.161

Summary:
- SMILES = O=c1nc1O.N=C=O
- frontier orbital gap (eV) = 10.1
- energy above the lowest of the compared OMol25 structures with the same formula, charge and spin (eV) = 3.549
- calculated total energy (hartree) = -450.6729


ORCA calculation (ωB97M-V/def2-TZVPD) on a structure of composition C5H11NO.

Last column: Löwdin charge in e.
Geometry (Å):
C  -0.7457  0.3920  -1.0330  -0.095
H  3.5831  1.1832  -0.0244  0.090
H  -2.6374  -1.5842  0.9459  0.092
H  -1.2047  0.5730  -1.9980  0.111
C  -2.6046  -0.7001  0.3049  -0.015
H  2.6182  0.1771  1.0934  0.092
H  0.9119  -0.9606  -1.1323  0.156
H  -0.5496  1.6876  0.2216  0.101
C  2.8249  0.3986  0.0351  -0.103
H  -3.2026  -0.8796  -0.5919  0.092
C  -0.1021  -0.4530  0.6899  -0.109
O  1.6776  0.8822  -0.6190  -0.152
H  -0.2748  1.3220  0.9366  0.100
H  3.2144  -0.5147  -0.4450  0.090
N  -1.2389  -0.4308  -0.0696  -0.254
H  0.0951  -1.2206  1.4335  0.104
H  -3.0095  0.1621  0.8480  0.097
C  0.6445  -0.0341  -0.5956  -0.397

Summary:
- frontier orbital gap (eV) = 8.7
- energy above the lowest of the compared OMol25 structures with the same formula, charge and spin (eV) = 5.888
- calculated total energy (hartree) = -326.9150